No. 1
Here is C12H11FN2 in the gas phase from the Open Molecules 2025 dataset. Energies are from wB97M-V/def2-TZVPD.

```
26
Properties=species:S:1:pos:R:3:forces:R:3
C 2.771691 -1.856611 -0.391312 1.42 0.30 -1.45
C 3.787039 -0.954140 -0.038086 0.90 -1.67 1.38
C -1.789834 0.997920 -2.254048 0.51 -1.08 -0.28
C 1.510679 -1.342391 -0.672593 -0.89 -1.37 -0.48
C 3.496060 0.355195 0.199829 0.14 0.46 2.21
C -2.249507 0.907600 -0.960667 -0.73 -0.50 0.16
C -0.440713 0.708301 -2.257578 -0.54 0.73 1.44
C 1.231766 0.010728 -0.640846 0.25 -0.95 1.36
C 2.213689 0.868503 -0.102579 1.18 0.22 -1.07
C -1.179516 0.649974 -0.097735 2.32 -0.91 -0.81
C -1.093408 0.452472 1.248909 -0.59 0.26 0.07
C -2.366741 0.571213 1.952510 -1.70 -1.88 0.44
N -0.035476 0.488247 -0.933981 -1.68 1.09 -1.98
N 1.908949 2.150183 -0.192455 -0.62 1.70 0.46
F 2.906757 3.010991 0.309060 -0.24 -1.14 -0.21
H 3.159477 -2.864239 -0.660849 -1.15 0.52 0.57
H 4.746522 -1.451881 0.308449 -1.03 1.14 -0.60
H -2.377912 0.979429 -3.142983 -0.33 0.60 -0.37
H 0.712781 -2.065127 -0.923558 0.36 0.71 -0.05
H 4.023811 0.911449 0.992383 0.47 0.05 -1.22
H -3.278062 0.740986 -0.728301 -0.40 0.51 0.38
H 0.193571 1.084813 -3.009539 1.20 -0.48 -0.73
H -0.183268 0.461422 1.800586 0.71 -0.25 0.04
H -3.166603 0.165235 1.230995 0.83 0.59 1.57
H -2.589676 1.594499 2.163397 -0.39 0.86 0.23
H -2.407209 0.013343 2.932949 0.01 0.46 -1.07
```
Forces are in eV/Å.

Properties
HOMO level (spin up / spin down), eV: -8.607 / -6.637
Relative energy (zero: lowest compared OMol25 entry of this formula, charge and spin), kcal/mol: 37.01
LUMO level (spin up / spin down), eV: -0.139 / -1.650
Frontier orbital gap (spin up / spin down), eV: 8.469 / 4.987



No. 2
Here is 2 unconnected molecules or ions with the total composition C9H14O from the Open Molecules 2025 dataset. Energies are from wB97M-V/def2-TZVPD.

```
24
Properties=species:S:1:pos:R:3:forces:R:3
C -1.078791 -1.108076 -1.464566 0.34 0.19 -0.20
C -2.686940 2.174144 -0.544661 0.33 -0.20 0.13
C -1.598826 3.045062 -0.492709 -0.70 0.15 -0.19
C -2.473617 0.849788 -0.888644 -0.15 -0.09 -0.49
C -1.183719 0.341799 -1.072700 -0.28 0.31 0.05
C -0.321969 2.573278 -0.726626 0.17 -0.14 0.37
C -0.110989 1.212453 -0.902847 -0.07 -0.68 -0.18
H -3.682075 2.525437 -0.294430 0.04 0.03 -0.26
H -1.829083 4.089150 -0.321384 0.37 0.07 0.07
H -3.314727 0.197873 -1.136370 0.10 0.13 0.44
H 0.533216 3.230655 -0.736728 0.04 0.19 0.17
H -1.556862 -1.699059 -0.703969 -0.04 -0.51 0.33
H -0.076545 -1.494279 -1.667356 0.03 0.29 0.34
H 0.884127 0.779101 -0.892968 0.07 0.30 -0.36
H -1.632090 -1.268232 -2.381930 -0.24 0.00 -0.25
C 2.333472 -2.055769 2.117506 -1.12 -0.12 -0.62
C 2.304261 -0.834492 1.216136 0.86 0.09 -0.13
O 1.394223 -3.035699 1.652566 0.25 -0.61 -0.45
H 3.302551 -2.538425 2.155270 0.40 0.30 0.39
H 1.950442 -1.774573 3.094474 0.37 -0.07 0.28
H 2.822911 -0.000796 1.699030 -0.31 0.10 0.11
H 1.851269 -3.645538 1.045570 -0.35 0.47 0.38
H 1.283496 -0.565191 0.941410 0.09 0.01 0.23
H 2.886255 -0.998611 0.305932 -0.21 -0.19 -0.16
```
Forces are in eV/Å.

Properties
HOMO level, eV: -8.940
Relative energy (zero: lowest compared OMol25 entry of this formula, charge and spin), kcal/mol: 13.59
LUMO level, eV: 0.913
Frontier orbital gap, eV: 9.853



No. 3
Here is a molecular structure, C26H38BGe2O2Se4Tl from the Open Molecules 2025 dataset. Energies are from wB97M-V/def2-TZVPD.

```
74
Properties=species:S:1:pos:R:3:forces:R:3
Tl -0.554095 0.078557 -0.850746 0.24 0.01 -0.18
C 2.354917 -1.404946 4.876475 -0.03 0.04 -0.04
C 1.946917 -0.526953 3.688809 -0.01 -0.07 0.23
Ge 2.669200 -1.088984 1.962315 -0.04 0.12 -0.20
C 4.609735 -0.971428 1.845671 0.24 -0.14 0.04
C 5.380955 -2.098803 2.544863 0.00 0.05 -0.06
C 2.187860 -2.953967 1.724356 -0.11 -0.15 -0.08
C 1.147578 -3.639138 1.231398 0.25 -0.10 0.19
Ge -0.164058 -2.744621 0.074865 -0.12 -0.10 0.01
C -2.049134 -2.812615 0.643241 -0.14 -0.05 0.08
C -2.753467 -4.151998 0.876372 0.03 0.02 -0.02
C 0.112646 -3.173208 -1.824913 0.02 -0.05 -0.19
C -0.030566 -4.615673 -2.316671 0.03 0.04 -0.09
C 1.026344 -5.116997 1.480907 0.04 0.13 0.02
C 1.759562 -5.760261 2.485399 -0.04 0.02 0.04
C 1.642981 -7.122246 2.700426 -0.01 0.00 -0.02
C 0.780452 -7.887612 1.924085 0.03 -0.01 0.02
C 0.032772 -7.268422 0.938060 0.00 0.05 0.00
C 0.156473 -5.900738 0.729762 -0.04 -0.01 -0.02
H 1.885195 -1.060562 5.799950 -0.01 0.00 -0.01
H 3.433923 -1.391572 5.039018 0.00 0.01 -0.02
H 2.055305 -2.444943 4.726510 0.00 0.02 -0.01
H 2.251266 0.510110 3.848054 0.00 0.01 0.03
H 0.859409 -0.516305 3.578915 -0.01 0.01 0.02
H 4.884427 0.003624 2.253287 0.02 0.00 0.01
H 4.860988 -0.945409 0.783036 0.02 0.04 0.00
H 5.087259 -2.218135 3.589573 -0.01 0.02 0.00
H 6.455808 -1.906404 2.531586 -0.02 0.00 -0.01
H 5.222659 -3.058456 2.048869 -0.02 0.02 0.00
H 2.946625 -3.539246 2.248215 -0.02 -0.02 0.01
H -2.569759 -2.247355 -0.134342 -0.07 0.00 0.01
H -2.107958 -2.202407 1.548256 -0.01 0.01 0.00
H -2.764762 -4.771216 -0.022884 0.03 0.01 0.01
H -3.793443 -3.981142 1.164257 0.01 -0.01 -0.01
H -2.284019 -4.729288 1.672229 0.04 0.00 0.00
H 1.106027 -2.787264 -2.064832 -0.01 0.01 -0.01
H -0.594735 -2.532494 -2.359932 0.00 -0.02 -0.06
H 0.706021 -5.277702 -1.862017 0.01 0.03 -0.02
H 0.119603 -4.654379 -3.398036 -0.01 0.00 0.01
H -1.022309 -5.026488 -2.113222 0.01 0.02 0.00
H 2.417841 -5.193150 3.129383 -0.01 0.02 0.00
H 2.222998 -7.589370 3.486650 -0.01 0.01 -0.01
H 0.688569 -8.952489 2.095725 0.00 0.02 0.00
H -0.652145 -7.844150 0.327975 0.01 0.01 0.00
H -0.437032 -5.440401 -0.046439 -0.05 -0.01 0.05
Se -1.921430 1.477027 1.996886 -0.20 0.16 0.14
Se -0.710556 2.430332 3.648133 0.05 -0.04 -0.01
Se 1.862107 0.754519 0.704322 -0.08 0.19 0.23
Se 2.134962 0.469035 -1.603709 -0.06 -0.19 -0.09
C -1.732620 6.989748 -4.916256 -0.01 -0.02 -0.02
C -2.572570 6.987091 -3.631450 0.03 -0.03 0.01
C -4.007482 6.608747 -4.005203 -0.03 0.01 -0.01
C -2.578011 8.399057 -3.028131 0.02 0.03 -0.01
C -1.981922 6.020354 -2.600824 -0.03 -0.01 0.04
C -0.604446 6.027305 -2.347615 0.02 0.00 0.07
C -0.003893 5.212339 -1.391265 0.00 0.08 -0.10
C -0.840684 4.380779 -0.688200 0.17 -0.02 0.11
O -0.528083 3.475303 0.308718 -0.13 -0.02 -0.03
B -1.740426 2.916785 0.652351 0.11 0.03 -0.03
O -2.791415 3.433138 -0.076893 0.11 -0.03 -0.01
C -2.196195 4.360509 -0.922535 -0.20 -0.11 0.05
C -2.801611 5.160531 -1.862510 0.00 0.03 -0.07
H -2.203665 7.635009 -5.661064 0.01 -0.01 0.01
H -1.653002 5.984380 -5.335658 -0.01 0.03 0.01
H -0.723804 7.368800 -4.751443 -0.02 -0.02 0.01
H -4.353751 7.253169 -4.815359 0.00 0.00 0.03
H -4.696294 6.740505 -3.168216 0.02 -0.01 -0.01
H -4.073987 5.573585 -4.347193 0.01 0.02 -0.01
H -2.995916 9.116699 -3.738963 0.00 -0.02 0.01
H -1.565639 8.721161 -2.775871 -0.02 -0.01 0.00
H -3.178722 8.428223 -2.116633 0.01 0.00 -0.02
H 0.032542 6.698736 -2.907492 -0.01 -0.01 -0.01
H 1.062429 5.226377 -1.212832 -0.02 -0.01 0.00
H -3.870748 5.107404 -2.009547 0.03 0.00 0.00
```
Forces are in eV/Å.

Properties
HOMO level (spin up / spin down), eV: -6.987 / -7.376
Relative energy (zero: lowest compared OMol25 entry of this formula, charge and spin), kcal/mol: 17.41
LUMO level (spin up / spin down), eV: -1.953 / -1.378
Frontier orbital gap (spin up / spin down), eV: 5.034 / 5.998



No. 4
Here is a molecular structure, C29H29BN6OsS2 from the Open Molecules 2025 dataset. Energies are from wB97M-V/def2-TZVPD.

```
68
Properties=species:S:1:pos:R:3:forces:R:3
Os -0.614697 0.106446 -0.516776 0.23 -0.17 -0.19
C -2.672572 1.310895 3.148691 -0.02 -0.01 -0.03
N -1.217074 1.246390 3.172355 0.05 0.11 0.20
C -0.389686 2.080228 3.897310 -0.08 -0.06 -0.11
C 0.870386 1.611383 3.735989 0.04 -0.06 -0.19
N 0.817250 0.497045 2.922321 -0.05 0.20 0.28
B 2.027285 -0.446819 2.703956 0.13 -0.14 -0.16
N 2.600157 -0.443994 1.199596 0.07 0.12 0.09
C 3.686117 -1.249701 0.963019 0.00 0.06 -0.03
C 4.173532 -0.964403 -0.269333 -0.02 -0.05 0.01
N 3.369600 0.014058 -0.795109 0.02 0.01 -0.03
C 3.586727 0.656618 -2.085702 -0.02 0.00 0.01
C 2.421505 0.315234 0.119219 -0.09 -0.03 0.09
S 1.181924 1.533047 -0.138638 -0.02 -0.02 -0.03
C -0.460647 0.297293 2.604067 -0.07 -0.30 -0.25
S -1.070977 -0.982498 1.582904 0.01 0.17 0.21
H -2.978101 2.278784 3.535759 0.00 0.00 0.00
H -3.094030 0.525267 3.772807 0.01 -0.01 0.00
H -3.029048 1.195168 2.126238 0.03 -0.01 0.02
H -0.779297 2.910924 4.458426 0.04 0.00 0.01
H 1.807595 1.960380 4.130405 -0.03 0.01 0.04
H 1.732767 -1.589174 2.934931 -0.08 0.04 0.00
H 2.922757 -0.029707 3.382478 -0.02 -0.05 0.01
H 4.032862 -1.946144 1.706254 0.01 0.01 0.00
H 5.017406 -1.361798 -0.806388 -0.01 0.01 0.00
H 3.813000 -0.105605 -2.828151 0.00 0.00 0.00
H 4.418315 1.355242 -2.020173 0.01 0.00 0.00
H 2.690598 1.199835 -2.372227 0.00 -0.01 0.00
C -3.444490 -2.901200 -0.783327 -0.03 0.01 0.04
C -4.367381 -2.157823 -0.032146 0.00 -0.01 -0.01
C -4.360287 -0.776689 -0.045773 -0.01 -0.03 0.02
C -3.410386 -0.099234 -0.807894 0.02 0.07 -0.03
C -2.510889 -0.840573 -1.616091 -0.11 -0.04 0.04
C -2.543327 -2.253352 -1.591764 0.03 0.03 0.00
C -3.163488 1.334480 -0.691922 -0.02 0.03 0.01
C -1.869616 1.715160 -0.622626 0.06 0.17 -0.01
C -1.448140 3.130075 -0.493278 -0.11 -0.08 0.04
C -0.639037 3.729464 -1.456506 0.01 0.01 -0.04
C -0.289613 5.065747 -1.341777 0.00 0.00 0.00
C -0.733905 5.811596 -0.258724 0.00 0.00 -0.01
C -1.542911 5.222421 0.702525 -0.01 -0.02 0.01
C -1.900926 3.888065 0.585823 0.02 0.04 0.00
H -3.477168 -3.981660 -0.757239 0.00 0.00 0.00
H -5.096089 -2.679821 0.574701 0.00 0.00 0.00
H -5.064513 -0.219559 0.558811 0.00 0.00 0.00
H -2.081493 -0.330167 -2.481111 0.02 -0.01 0.01
H -1.879702 -2.821422 -2.231127 0.00 0.01 -0.01
H -3.980618 2.046634 -0.617512 -0.02 -0.02 -0.02
H -0.305809 3.156761 -2.314307 0.00 -0.01 0.01
H 0.322876 5.529149 -2.103563 0.00 0.00 0.00
H -0.459409 6.853987 -0.170152 0.00 0.00 0.00
H -1.904635 5.806530 1.538438 0.01 0.00 0.00
H -2.545062 3.432933 1.327470 0.00 0.00 0.01
N 1.404135 -2.338533 -3.412342 0.01 -0.02 0.04
C 0.731207 -1.295571 -2.919322 0.05 0.00 -0.01
N 0.535972 -1.400633 -1.615293 -0.03 -0.01 -0.01
C 1.123566 -2.618923 -1.229179 -0.01 0.04 0.03
C 1.213838 -3.246806 0.012664 -0.01 0.00 0.00
C 1.867354 -4.460142 0.053836 0.01 0.00 -0.01
C 2.427011 -5.043330 -1.096461 -0.01 0.01 0.01
C 2.345264 -4.430178 -2.328474 0.00 -0.01 0.01
C 1.678275 -3.210150 -2.362894 0.00 0.01 -0.09
H 1.651372 -2.466229 -4.381734 -0.01 -0.01 0.00
H 0.399678 -0.470399 -3.531485 0.00 0.00 0.00
H 0.801396 -2.801076 0.906462 0.00 0.00 0.00
H 1.955057 -4.978695 0.999103 0.00 0.00 -0.01
H 2.929539 -5.997163 -1.012754 0.00 0.00 0.00
H 2.768701 -4.878067 -3.217284 0.00 0.00 0.01
```
Forces are in eV/Å.

Properties
HOMO level (spin up / spin down), eV: -13.447 / -13.954
Total charge: +2
LUMO level (spin up / spin down), eV: -6.637 / -8.007
2S+1: 5
<S²>: 6.035
Frontier orbital gap (spin up / spin down), eV: 6.810 / 5.947